{
  "formula": "C27H57O12P",
  "method": "ωB97M-V with the def2-TZVPD basis set",
  "symbols": ["C", "O", "P", "O", "O", "C", "O", "C", "H", "H", "H", "H", "H", "H", "H", "H", "H", "C", "C", "C", "O", "H", "H", "H", "H", "H", "H", "C", "C", "C", "O", "H", "H", "H", "H", "H", "H", "C", "C", "C", "O", "H", "H", "H", "H", "H", "H", "C", "C", "C", "O", "H", "H", "H", "H", "H", "H", "C", "C", "C", "O", "H", "H", "H", "H", "H", "H", "C", "C", "C", "O", "H", "H", "H", "H", "H", "H", "C", "C", "C", "O", "H", "H", "H", "H", "H", "H", "C", "C", "C", "O", "H", "H", "H", "H", "H", "H"],
  "positions_angstrom": [[-7.401727, -2.696637, 2.286391], [-6.125296, -2.127597, 1.974830], [-5.668535, -1.820827, 0.478615], [-6.422296, -0.720746, -0.099035], [-4.130306, -1.512118, 0.522862], [-3.566836, -1.015066, 1.727576], [-5.921231, -3.047468, -0.448751], [-5.137190, -3.202195, -1.730128], [-7.427210, -3.637187, 1.806060], [-8.091366, -2.014625, 2.123422], [-7.527305, -2.659357, 3.279717], [-2.528550, -0.982422, 1.855088], [-3.896840, -1.782861, 2.629147], [-3.812408, -0.100540, 1.846683], [-4.847311, -2.167763, -2.048566], [-5.703893, -3.803695, -2.370286], [-4.210735, -3.645413, -1.395875], [-0.196374, -3.002364, -1.209664], [1.108634, -2.895836, -1.877975], [1.446997, -3.882976, -2.988826], [1.841722, -1.885501, -1.622580], [-0.304337, -4.227457, -0.821960], [-1.172401, -2.793002, -1.637738], [-0.276330, -2.546530, -0.324966], [0.554249, -4.285343, -3.680701], [1.989525, -4.458527, -2.595591], [2.056552, -3.518942, -3.686225], [4.210699, -5.267717, 2.144881], [4.049710, -3.724009, 2.146353], [2.955868, -3.230946, 1.233939], [4.764145, -2.951104, 2.687392], [4.428824, -5.465482, 1.133680], [3.442663, -5.889164, 2.559434], [5.243072, -5.545281, 2.327483], [2.775534, -3.851485, 0.246956], [2.973462, -2.144852, 0.849812], [2.025772, -3.125746, 1.851995], [-0.254740, 2.860329, 3.856398], [-1.371842, 3.377335, 2.811547], [-2.775461, 3.298949, 3.275856], [-1.017906, 4.064285, 1.830388], [0.600145, 3.480469, 3.650597], [0.034459, 1.897834, 3.344545], [-0.507668, 2.862781, 4.696181], [-2.836103, 3.529007, 4.421325], [-3.057990, 2.393125, 3.119228], [-3.272111, 4.094812, 2.639201], [-0.532560, 0.962362, -0.409735], [0.448792, 0.558883, 0.658235], [1.994134, 0.938900, 0.306747], [0.257923, 0.093899, 1.737016], [-1.470997, 0.526597, -0.366742], [-0.224993, 0.900612, -1.552686], [-0.513038, 1.986434, -0.474300], [2.098883, 0.430650, -0.657700], [2.716554, 0.504711, 0.902837], [2.204217, 1.867463, 0.190481], [4.919043, -0.803232, 5.261842], [4.412361, 0.598294, 4.762114], [3.724998, 0.687203, 3.482421], [4.623202, 1.573440, 5.460306], [4.023289, -1.330690, 5.646413], [5.501237, -0.755135, 6.178071], [5.380723, -1.379607, 4.542316], [3.911640, 0.097605, 2.566429], [3.764047, 1.575027, 2.972366], [2.673615, 0.460793, 3.498381], [1.457077, 0.976036, -4.476508], [2.716873, 0.111052, -4.438939], [3.885614, 0.462091, -3.577456], [2.773023, -0.931398, -5.066506], [0.642799, 0.467306, -4.965200], [1.855083, 1.863223, -4.863564], [1.059088, 1.272299, -3.555569], [3.466028, 0.382398, -2.580832], [4.168389, 1.501356, -3.856789], [4.633033, -0.251238, -3.635745], [1.134395, 4.768485, -0.773827], [1.828924, 4.692389, -2.158538], [3.176002, 5.356111, -2.180794], [1.255246, 4.266028, -3.127480], [0.633317, 3.753190, -0.627533], [0.495144, 5.620374, -0.744980], [2.012897, 4.695650, -0.081913], [3.519702, 5.305422, -3.096555], [3.622458, 4.668654, -1.440020], [3.203997, 6.334770, -1.665745], [-3.464285, 0.336256, -2.968742], [-2.839932, 1.602362, -3.273624], [-3.787615, 2.754499, -2.962024], [-1.571927, 1.722487, -3.520927], [-4.160277, -0.158303, -3.745616], [-3.801455, 0.186281, -2.022775], [-2.532628, -0.469026, -3.024804], [-4.482529, 2.305188, -2.350450], [-4.502167, 2.937662, -3.824062], [-3.349080, 3.744037, -2.916008]],
  "forces_ev_per_angstrom": [[3.5, -1.1, -1.7], [1.4, -0.5, -0.5], [-2.0, 1.6, -0.3], [-0.4, 1.4, -0.1], [1.2, -0.9, 0.1], [-0.2, -7.7, 2.5], [1.1, -2.0, -0.9], [0.9, 2.4, 3.1], [-0.8, -1.0, -0.2], [-3.7, 2.9, -2.5], [0.6, -1.1, 4.1], [1.9, -0.7, -1.2], [0.6, 2.4, -2.0], [-2.6, 6.3, 1.2], [-0.8, -1.0, -0.4], [-0.8, -0.5, -1.0], [0.2, -0.6, -0.3], [-1.0, -6.1, 0.0], [1.2, 4.5, -1.5], [-10.6, 6.7, -4.2], [-1.9, -3.6, -0.6], [0.2, 3.2, -1.3], [0.4, -0.1, -1.2], [0.5, 2.3, 3.5], [1.7, 0.5, 2.4], [7.1, -9.7, 5.7], [2.4, 2.6, -2.7], [1.7, 1.5, -0.1], [-1.1, -1.4, -1.7], [-2.1, 1.2, -2.1], [1.3, 0.8, 1.3], [-1.3, -0.5, -2.1], [-0.3, -0.1, 0.2], [0.1, 0.0, 2.0], [0.2, 0.9, 2.3], [0.9, -1.5, 0.7], [0.4, -0.8, -0.5], [3.0, -0.5, -16.2], [3.3, 2.8, 0.6], [1.4, 6.9, 1.5], [-1.0, -2.3, 1.9], [0.3, 0.4, 0.2], [-0.3, 0.4, 1.3], [-4.0, -0.5, 12.8], [0.1, -0.3, -2.2], [-2.6, -5.8, -1.0], [-0.1, -1.2, 1.0], [2.3, -1.6, -2.6], [3.7, 1.7, -1.4], [-4.2, -6.2, -1.5], [-1.5, -0.9, 1.0], [-1.9, -0.6, 0.5], [0.1, -0.9, 2.3], [-0.7, 2.9, 0.8], [0.2, 0.2, -0.1], [1.0, -1.1, 1.8], [0.8, 6.4, -0.8], [-2.4, 1.7, 1.8], [2.2, -1.0, 2.0], [-1.3, -1.8, -2.4], [-0.5, -0.3, -0.6], [0.1, 0.0, -0.6], [0.4, 0.6, -0.2], [0.8, -1.2, -1.7], [1.2, -1.1, 1.1], [0.2, 3.1, -0.2], [-0.8, 0.0, 0.9], [1.4, -1.7, 0.0], [-0.8, -1.8, -0.1], [-2.0, 2.3, 0.0], [-0.3, 0.2, -0.2], [0.1, 0.2, -0.8], [-0.2, 1.7, -1.3], [-0.2, 0.3, 1.8], [0.1, 0.6, 0.5], [0.2, -0.6, 0.7], [1.6, -1.2, -0.6], [2.1, -3.6, -0.5], [-1.8, 1.9, 0.7], [-2.1, -0.8, 5.3], [0.4, -0.5, -0.3], [0.0, 1.7, -0.2], [-0.4, 0.5, 0.5], [-1.2, 0.9, 0.1], [2.3, 0.0, -4.4], [1.0, 0.3, -0.6], [-0.2, -0.4, -0.6], [3.3, -5.7, -4.2], [4.6, 2.8, -0.2], [0.8, 0.4, -4.2], [-5.5, -0.4, 0.8], [0.7, 1.4, 1.2], [-1.5, 0.2, 2.8], [-2.1, 1.8, 0.1], [-1.3, 0.1, 2.6], [0.9, -0.6, 0.1], [0.2, -0.1, 1.2]],
  "de_lowest_ev": 1.633,
  "smiles": "COP(=O)(OC)OC.CC(C)=O.CC(C)=O.CC(C)=O.CC(C)=O.CC(C)=O.CC(C)=O.CC(C)=O.CC(C)=O",
  "homo_lumo_gap_ev": 9.26,
  "total_energy_ha": -2306.81088,
  "molar_mass_g_mol": 604.7,
  "homo_ha": -0.3294,
  "charge": 0
}